Below is a molecular structure, C25H41Cl3LaN3O3SSi in a non-equilibrium geometry, with properties calculated with ωB97M-V/def2-TZVPD.

Structure (XYZ):
```
78
Properties=species:S:1:pos:R:3:forces:R:3
C -3.378240 -1.032413 -3.876173 0.156 0.067 -0.069
C -2.162073 -1.730514 -3.327408 2.373 -0.793 -0.147
H -3.710038 -1.564594 -4.789568 -0.007 0.375 0.426
H -3.149083 0.013174 -4.131361 -0.105 -0.230 0.007
H -4.181228 -0.999781 -3.125412 0.276 -0.096 -0.215
C -1.248334 -2.315792 -4.149729 -1.268 0.416 0.414
C -1.257327 -2.173082 -5.646869 0.100 -0.116 -0.467
H -0.526464 -3.029984 -3.764574 0.187 0.434 0.229
H -1.435546 -1.131067 -5.971010 -0.059 -0.432 0.153
H -2.006728 -2.821487 -6.139792 0.224 0.264 0.096
H -0.269541 -2.463179 -6.041575 -0.333 0.062 -0.006
La 0.715669 2.333738 1.695283 0.395 -0.110 0.873
Cl -1.476690 0.960587 2.676532 -0.011 -0.242 0.233
Cl 1.639171 4.802162 1.011176 0.149 -0.052 0.057
C 1.169101 -1.116899 2.340769 0.281 0.297 -0.019
O 1.489843 0.079996 2.151662 0.025 -1.009 0.202
N 2.110839 -2.055935 2.397882 0.243 0.437 0.224
C 3.472570 -1.572336 2.200900 0.179 -0.060 0.045
C 1.945489 -3.372717 2.997055 -0.158 -0.177 -0.031
H 0.124393 -1.427243 2.457869 0.047 0.109 0.001
H 3.507453 -0.945858 1.300143 0.054 -0.205 0.330
H 4.135270 -2.432333 2.087025 -0.075 0.122 -0.012
H 3.791235 -0.972572 3.070358 -0.009 -0.142 -0.313
H 0.892235 -3.668495 2.982956 0.202 0.107 -0.056
H 2.311820 -3.385533 4.035735 -0.115 0.148 -0.223
H 2.531385 -4.110186 2.435933 -0.262 0.202 0.007
H -0.238892 1.177719 -2.766644 0.149 0.051 0.036
H 2.180250 -0.725297 -3.951717 -0.013 0.239 0.100
C 0.712936 1.679061 -2.994373 -0.321 -0.039 0.088
C 2.634073 0.215996 -3.608950 0.021 -0.510 0.182
N 1.836442 0.847452 -2.555570 0.594 0.303 0.433
H 0.740112 2.657202 -2.499550 0.045 -0.268 -0.100
C 2.239239 0.775693 -1.281271 -0.369 0.362 -0.373
O 1.761517 1.420432 -0.324017 0.653 -0.591 -0.948
H 3.634432 -0.003170 -3.218452 -0.191 0.044 -0.194
H 3.079302 0.071406 -1.133113 -0.202 0.272 0.036
H 0.797486 1.801234 -4.077795 -0.020 0.059 0.243
H 2.712873 0.885911 -4.472041 0.064 -0.056 0.321
O -2.199921 -0.371679 -1.395715 1.360 -0.012 0.043
C -1.966997 -1.645553 -1.786510 -2.045 -0.906 0.578
C 0.541606 -2.241359 -1.560044 0.454 0.410 0.067
C -0.757951 -2.502772 -1.141708 -0.403 0.556 -0.963
H 0.678275 -1.362645 -2.206283 0.026 -0.543 0.213
C 1.630463 -3.026884 -1.166052 0.234 0.387 -0.112
H -2.827077 -2.294346 -1.465406 -0.100 -0.177 0.307
C -0.936212 -3.570909 -0.243915 0.437 0.118 -0.038
H 2.644357 -2.763911 -1.509123 -0.474 -0.229 0.067
C 1.440414 -4.124593 -0.329965 -0.250 -0.226 0.029
C 0.148268 -4.387051 0.146773 -0.087 0.532 -0.029
H -1.925405 -3.743537 0.170510 0.018 -0.128 -0.157
H 2.276125 -4.794800 -0.073751 -0.413 0.421 -0.072
H 0.006654 -5.205639 0.860099 -0.118 0.211 -0.339
Si -3.078141 3.192543 -0.271994 0.722 1.518 0.766
Cl -0.940474 2.248817 -0.273025 -3.289 0.512 -2.011
C -2.528297 4.984723 -0.537382 0.111 -0.106 -0.293
C -3.770159 3.140796 1.447881 -0.103 -0.411 0.357
C -4.430170 2.870951 -1.484014 0.043 -0.800 -0.633
H -1.508669 5.187307 -0.195470 -0.112 -0.050 -0.008
H -3.205966 5.647202 0.021327 0.088 -0.214 -0.146
H -2.591641 5.267610 -1.597103 0.084 -0.048 0.193
H -4.131842 3.034529 -2.522576 0.014 -0.080 0.090
H -5.244292 3.579948 -1.262419 0.389 -0.032 0.199
H -4.839598 1.862167 -1.396556 0.089 0.015 -0.060
H -3.072889 2.740830 2.184669 -0.087 0.092 -0.024
H -4.669486 2.520338 1.491186 0.107 -0.081 -0.029
H -4.066486 4.153843 1.752029 0.166 -0.129 -0.217
S 0.128014 3.764692 4.286076 0.242 -0.121 0.213
C 1.028999 2.414940 4.773373 0.515 0.607 -0.126
N 2.416322 2.505641 4.728773 -0.149 -0.482 0.296
C 3.243362 1.545982 5.238337 -0.717 -0.487 0.280
C 2.717929 0.383914 5.774246 0.490 0.851 -0.480
C 1.337495 0.168277 5.652334 -0.470 0.518 -0.156
C 0.513070 1.162979 5.166372 -0.253 -0.847 0.083
H 2.807288 3.386193 4.374554 -0.300 -0.356 0.264
H 4.295883 1.754647 5.185490 0.203 0.071 0.080
H 3.355620 -0.336051 6.261933 0.156 -0.041 -0.180
H 0.906253 -0.790065 5.928925 0.051 0.157 0.075
H -0.549671 0.971630 4.979813 0.474 0.288 0.310
```
Forces are in eV/Å.

Calculated values
HOMO-LUMO gap: 4.60 eV
E: -3467.1802 hartree
LUMO: -1.117 eV
Net charge: 0
Energy relative to the best compared isomer or geometry (same formula, charge and spin): 107.7 kcal per mole
Spin multiplicity: 1


Below is a molecular structure, C25H41F5N5O2P2Sn in a non-equilibrium geometry, with properties calculated with ωB97M-V/def2-TZVPD.

Structure (XYZ):
```
81
Properties=species:S:1:pos:R:3:forces:R:3
Sn 0.475631 -0.364834 0.385186 -0.337 0.796 -0.422
C -3.385052 2.169576 1.023580 -0.010 -0.082 -0.036
C -2.320476 1.250214 0.527724 -0.152 0.040 0.076
N -1.591377 0.471417 1.225230 0.061 -0.034 -0.012
O -1.705068 0.360907 2.574384 0.031 0.115 0.118
C -1.951692 1.282538 -0.927106 -0.204 0.052 -0.211
C -2.829537 1.876928 -1.971921 0.076 0.107 -0.003
N -0.786005 0.823189 -1.132236 0.076 -0.225 0.519
O -0.184401 0.908680 -2.316454 -0.325 0.175 -0.049
H -3.405394 2.278025 2.106127 0.009 0.014 0.000
H -4.371837 1.822036 0.709402 0.015 -0.003 -0.015
H -3.226769 3.161545 0.597170 -0.031 -0.006 0.002
H -2.341200 1.006656 2.926899 -0.005 0.019 -0.083
H -3.869079 1.920830 -1.658180 0.014 -0.020 0.020
H -2.754569 1.300544 -2.893137 0.010 -0.022 0.012
H -2.498900 2.894570 -2.200495 -0.015 0.001 0.031
F 3.039637 -0.172371 1.984358 0.064 0.036 -0.018
C 2.640033 1.118119 1.899802 -0.066 -0.064 -0.136
C 1.420788 1.370079 1.300970 -0.019 -0.566 0.243
C 1.063023 2.698860 1.163641 -0.109 -0.052 -0.105
F -0.095915 3.034663 0.558615 0.039 0.035 0.061
C 1.879294 3.731043 1.590908 -0.045 0.064 -0.050
F 1.516838 4.986357 1.392339 0.014 0.007 0.075
C 3.095736 3.436648 2.194047 0.019 0.045 -0.057
F 3.893059 4.407531 2.573493 -0.028 -0.019 0.039
C 3.484384 2.111903 2.350131 0.194 -0.065 0.068
F 4.656151 1.816534 2.880749 -0.022 0.024 0.033
C 2.726848 0.425696 -5.199227 -0.050 -0.245 0.104
N 2.948503 1.702302 -4.361552 -0.022 0.115 -0.076
C 4.275194 1.574598 -3.625173 0.150 -0.304 0.267
N 4.238653 0.384328 -2.847507 0.729 0.002 0.142
C 4.059198 -0.805988 -3.672210 -0.148 0.253 0.031
N 2.779481 -0.720419 -4.363348 -0.101 -0.249 -0.187
C 1.637785 -0.905992 -3.473879 0.010 0.156 0.095
P 1.543753 0.445524 -2.207281 1.170 -0.830 -0.031
C 1.820240 1.895669 -3.394278 -0.383 0.033 0.248
C 3.436316 0.432001 -1.668682 -1.232 0.010 -0.149
H 3.519956 0.386212 -5.944601 0.056 0.118 0.021
H 1.763281 0.516863 -5.696967 -0.029 0.095 0.029
H 2.991439 2.505042 -4.996397 -0.051 0.010 0.005
H 4.416959 2.453607 -2.999288 -0.100 0.074 -0.032
H 5.075771 1.525515 -4.361954 -0.093 0.016 -0.139
H 4.090347 -1.697835 -3.050339 0.003 -0.002 0.013
H 4.863413 -0.861358 -4.405158 0.018 -0.001 0.000
H 1.725393 -1.875343 -2.983914 0.011 -0.002 -0.028
H 0.710296 -0.901079 -4.049285 -0.019 -0.031 0.007
H 2.004385 2.793307 -2.801391 0.089 0.061 -0.085
H 0.906119 2.055516 -3.962403 0.049 0.030 -0.115
H 3.547857 -0.462654 -1.050155 0.124 0.012 0.017
H 3.621381 1.330331 -1.079287 0.130 -0.046 0.057
C 1.745062 -2.554256 3.374992 -0.017 0.053 -0.044
C 1.425518 -3.307726 2.075145 -0.157 -0.011 0.101
C 1.605353 -4.822964 2.213460 0.102 0.024 -0.015
P -0.232110 -2.766887 1.489519 0.450 0.419 -0.340
C -0.861633 -3.682172 0.026574 0.200 -0.004 0.003
C 0.156226 -3.653660 -1.117163 -0.072 -0.063 0.055
C -1.292619 -5.123950 0.333860 -0.128 0.034 -0.011
C -1.499817 -2.710879 2.815926 0.048 0.061 -0.067
C -1.494523 -3.964034 3.704095 0.014 0.004 -0.005
C -2.883912 -2.461694 2.206763 0.040 -0.011 0.000
H 2.815998 -2.603194 3.569241 -0.013 -0.023 -0.010
H 1.233406 -2.993544 4.229372 -0.005 -0.001 -0.019
H 1.472757 -1.496487 3.319299 0.015 -0.033 0.071
H 2.103879 -2.948319 1.293089 0.026 -0.026 -0.037
H 0.877291 -5.271928 2.886970 0.000 0.010 -0.019
H 2.596283 -5.007311 2.631491 -0.016 -0.005 0.004
H 1.559868 -5.331831 1.252307 0.000 -0.008 0.021
H -1.745761 -3.109448 -0.271642 -0.031 0.007 -0.004
H 1.027555 -4.270605 -0.891698 0.011 0.026 -0.003
H 0.491869 -2.639524 -1.344425 0.019 -0.017 -0.014
H -0.312182 -4.055665 -2.015881 0.031 -0.028 -0.001
H -0.467894 -5.731922 0.697363 -0.016 0.002 0.008
H -1.649585 -5.572579 -0.594180 0.000 -0.002 0.009
H -2.109937 -5.173853 1.049719 0.025 -0.003 -0.002
H -1.208165 -1.851886 3.422675 -0.016 0.002 0.020
H -1.775883 -4.860275 3.154473 0.013 -0.004 0.025
H -2.233734 -3.811159 4.491668 -0.023 -0.007 -0.025
H -0.538982 -4.133802 4.192472 -0.006 -0.012 0.001
H -3.263140 -3.353992 1.708817 -0.004 0.011 0.009
H -2.882551 -1.639896 1.490922 -0.067 -0.038 -0.008
H -3.582477 -2.211727 3.005030 0.009 -0.010 0.002
```
Forces are in eV/Å.

Calculated values
HOMO-LUMO gap: 6.23 eV
E: -2796.7135 hartree
LUMO: -9.883 eV
Net charge: +3
Energy relative to the best compared isomer or geometry (same formula, charge and spin): 26.3 kcal per mole
Spin multiplicity: 1


Below is a molecular structure, C25H41IO3PPdSi3 in a non-equilibrium geometry, with properties calculated with ωB97M-V/def2-TZVPD.

Structure (XYZ):
```
75
Properties=species:S:1:pos:R:3:forces:R:3
Pd 0.231989 -0.417975 0.302178 0.924 0.421 -0.138
O 1.138406 1.629096 3.988551 0.047 0.009 0.238
C 1.118816 0.928746 2.984384 -0.144 0.171 -0.354
O 0.088829 0.513356 2.353257 -0.137 -0.165 0.134
C 2.467971 0.539468 2.340657 0.266 -0.142 0.117
P 2.284266 0.774456 0.548476 -0.530 0.077 0.058
C 3.947141 0.473214 -0.152301 -0.090 0.031 0.035
C 4.521788 1.341721 -1.077357 0.047 0.007 -0.015
C 5.753437 1.052924 -1.647992 -0.015 -0.005 0.016
C 6.430528 -0.106023 -1.297880 0.011 0.015 -0.024
C 5.867944 -0.975226 -0.373907 -0.044 -0.008 0.034
C 4.633912 -0.690270 0.190902 0.045 -0.028 -0.041
C 2.089742 2.573576 0.355206 0.122 -0.209 -0.025
C 1.236533 3.028485 -0.799289 -0.067 -0.034 -0.150
C 1.486427 4.456655 -1.170080 -0.045 0.072 0.028
C 2.056868 5.320189 -0.296979 -0.006 -0.083 0.094
C 2.552587 4.867893 0.954445 -0.012 -0.048 -0.065
C 2.611952 3.485985 1.222749 -0.016 0.166 0.014
H 2.615813 -0.534550 2.489969 0.025 0.020 0.037
H 3.300567 1.077471 2.794806 -0.043 -0.015 -0.005
H 4.015970 2.260810 -1.346915 -0.032 0.011 0.008
H 6.184192 1.742959 -2.362683 0.016 -0.009 -0.012
H 7.391492 -0.330921 -1.742578 0.011 -0.001 0.002
H 6.386970 -1.882150 -0.090683 0.013 -0.004 -0.011
H 4.203964 -1.383512 0.902866 -0.012 -0.003 0.005
H 1.389288 2.370448 -1.666570 0.004 0.031 0.028
H 1.099355 4.807459 -2.118496 0.010 -0.019 -0.001
H 2.141381 6.369105 -0.553217 0.010 0.015 -0.005
H 2.956006 5.571796 1.668544 0.009 0.017 0.002
H 3.106182 3.155776 2.127360 0.019 -0.026 0.008
C 0.449984 -0.183749 -3.486646 0.128 0.022 0.041
O 0.058688 -0.618585 -2.209379 -0.301 -0.342 0.139
Si -1.166615 -1.778318 -1.907855 0.181 0.164 -0.322
C -0.698014 -3.291467 -2.922176 -0.033 -0.080 -0.086
C -2.707170 -1.131652 -2.753844 -0.074 0.041 -0.069
C -1.248879 -2.026495 -0.131609 0.271 0.330 0.342
Si -0.078732 -3.244196 0.590309 -0.285 -0.464 -0.107
C 1.651770 -3.291270 -0.180150 0.142 0.128 -0.014
C 0.246153 -3.145747 2.437583 0.073 0.011 0.119
C -0.720670 -5.013205 0.333834 -0.079 -0.004 0.018
Si -2.700220 -1.392719 0.788579 -0.209 -0.105 -0.087
C -2.997876 0.457952 0.594588 0.078 0.067 -0.029
C -2.628873 -1.668573 2.636001 -0.057 0.013 0.131
C -4.305948 -2.240866 0.240216 0.011 -0.047 -0.033
H 0.460126 -1.005022 -4.211468 -0.020 -0.002 -0.020
H 1.466120 0.217170 -3.424212 -0.015 0.008 -0.009
H -0.209425 0.607550 -3.854522 -0.047 0.015 -0.029
H -0.759110 -3.094994 -3.995765 0.001 0.016 -0.026
H -1.407356 -4.090752 -2.695927 -0.024 -0.038 -0.028
H 0.300971 -3.665475 -2.703436 0.037 -0.033 0.026
H -2.496449 -0.945011 -3.810740 0.009 0.015 -0.026
H -3.081697 -0.206529 -2.318080 -0.023 0.038 0.022
H -3.500785 -1.878447 -2.703398 -0.043 -0.022 -0.031
H 2.330279 -2.627542 0.364582 -0.045 -0.024 0.003
H 1.689961 -2.982849 -1.224279 -0.006 0.013 -0.043
H 2.047003 -4.308941 -0.106342 0.035 -0.031 -0.013
H 0.429897 -2.130479 2.793885 0.011 0.019 -0.027
H 1.135059 -3.754411 2.634473 0.022 0.006 0.046
H -0.572182 -3.561596 3.023221 -0.032 -0.022 0.039
H -0.721660 -5.277126 -0.725902 -0.007 -0.011 -0.038
H -1.751704 -5.087764 0.690898 -0.016 -0.032 0.019
H -0.120645 -5.757832 0.864032 0.031 -0.010 0.030
H -2.293813 1.002703 1.232054 -0.023 -0.022 0.016
H -4.013286 0.717768 0.907938 -0.027 0.024 0.013
H -2.861634 0.812293 -0.429809 -0.041 -0.034 0.046
H -1.777193 -1.159664 3.087649 0.030 0.007 0.004
H -2.604625 -2.724609 2.905134 -0.005 -0.050 0.023
H -3.543964 -1.240605 3.057225 0.003 0.012 0.048
H -4.608110 -1.921304 -0.757682 -0.021 -0.001 -0.056
H -5.134647 -2.024448 0.918977 -0.007 0.020 0.051
H -4.160032 -3.324028 0.212471 -0.033 -0.034 0.005
I -1.649079 3.236886 -1.908547 0.043 0.085 -0.128
C -0.229568 2.823616 -0.358462 -0.117 -0.060 0.038
H -0.485916 3.470931 0.476208 0.021 0.020 -0.013
H -0.426947 1.782343 -0.089753 0.076 0.132 0.001
```
Forces are in eV/Å.

Calculated values
HOMO-LUMO gap (alpha / beta): 6.53 / 6.03 eV
E: -2838.5315 hartree
LUMO (alpha / beta): 2.250 / 1.336 eV
Net charge: -1
Spin multiplicity: 3